The following is a quantum chemistry calculation of the ion C7H18N3 with charge +1, from OMol25.

Structure (XYZ):
```
28
Properties=species:S:1:pos:R:3:lowdin_charge:R:1
C -0.147 0.692 -1.550 -0.15
C -1.412 0.431 -0.723 -0.16
C 1.054 1.224 -0.746 -0.38
C 1.695 0.150 0.077 -0.13
C -1.927 -0.851 1.362 -0.14
C 2.105 1.803 -1.698 -0.05
C 1.681 0.113 1.405 -0.04
N -1.311 -0.770 0.097 -0.27
N -0.790 -1.274 2.310 0.19
N -1.302 -2.023 -0.550 0.08
H 0.142 -0.210 -2.093 0.11
H -0.411 1.444 -2.296 0.12
H -1.583 1.277 -0.059 0.12
H -2.270 0.352 -1.406 0.13
H 0.706 2.025 -0.088 0.14
H 2.153 -0.651 -0.484 0.12
H -2.702 -1.621 1.435 0.14
H 1.677 2.613 -2.280 0.09
H 2.472 1.043 -2.382 0.09
H 2.949 2.194 -1.135 0.09
H 2.225 -0.645 1.947 0.07
H -2.305 0.112 1.709 0.14
H 1.310 0.951 1.979 0.08
H 0.065 -0.694 2.048 0.09
H -1.028 -1.188 3.303 0.17
H -2.061 -2.111 -1.226 0.10
H -0.559 -2.249 2.093 0.16
H -0.425 -2.136 -1.050 0.08
```

LUMO, eV: -2.949
SMILES: C=C[C@@H](C)CCN(N)C[NH3+]
Energy, eV: -12013.65238
Multiplicity: 1
HOMO-LUMO gap, eV: 9.83
Highest occupied orbital energy, Ha: -0.4698
Charge: +1
Largest force on an atom, eV/Å: 1.0
Relative energy (zero: lowest compared OMol25 entry of this formula, charge and spin), kcal per mole: 62.35